# 1
{"formula": "C6H5F4O3S2", "method": "ωB97M-V/def2-TZVPD", "charge": -1, "symbols": ["C", "C", "C", "C", "C", "C", "O", "O", "O", "F", "F", "F", "F", "S", "S", "H", "H", "H", "H", "H"], "coordinates": [[-1.178306, 1.387303, -1.151475], [-2.068213, 1.202449, 0.415748], [0.051468, 0.625104, -1.384398], [-1.876734, -0.165761, 0.962786], [-0.869271, -1.093001, 0.267677], [0.360819, -0.365559, -0.266267], [-4.341256, 2.124917, 1.572247], [-4.385735, 0.557152, -0.324510], [2.587222, 0.921543, 0.446031], [-1.262152, 2.615734, -1.705339], [-0.005956, -0.110273, -2.589723], [-1.391082, -0.046332, 2.276296], [-1.471529, -1.792209, -0.749474], [1.138627, 0.475819, 1.154585], [-3.875749, 1.851131, 0.202150], [0.915540, 1.294938, -1.551174], [-2.842947, -0.681955, 1.044668], [-0.546172, -1.845337, 1.005731], [1.079682, -1.099437, -0.644359], [2.554177, 1.862761, 0.239653]], "forces_ev_per_a": [[-3.19, 0.03, 5.83], [2.60, 0.54, -6.03], [0.65, 0.11, -0.29], [-0.42, -0.48, -0.17], [0.19, 0.00, 0.60], [0.06, 0.27, 0.16], [0.04, 0.02, 0.21], [-0.06, -0.02, 0.02], [0.20, -0.12, -0.03], [0.15, -0.66, -0.05], [-0.15, -0.06, -0.18], [0.28, 0.10, 0.48], [-0.21, -0.02, -0.43], [0.12, -0.01, -0.08], [0.20, -0.03, -0.05], [-0.28, -0.09, 0.25], [0.13, 0.09, -0.19], [-0.07, 0.31, -0.07], [-0.09, 0.10, 0.02], [-0.17, -0.06, -0.01]], "nbo_charge": [0.385, -0.240, 0.057, 0.019, 0.186, -0.418, -1.027, -1.007, -0.864, -0.346, -0.377, -0.377, -0.347, 0.528, 1.531, 0.175, 0.223, 0.177, 0.243, 0.479]}

# 2
{"formula": "C18H23N3O4S", "method": "ωB97M-V/def2-TZVPD", "smiles": "CN(CC1(c2ccccc2)CC1)S(=O)(=O)CCCn1ccc(=O)[nH]c1=O", "e_above_lowest_ev": 4.964, "symbols": ["O", "O", "O", "O", "C", "C", "C", "C", "C", "C", "C", "C", "C", "C", "N", "N", "N", "C", "C", "C", "C", "C", "C", "C", "C", "S", "H", "H", "H", "H", "H", "H", "H", "H", "H", "H", "H", "H", "H", "H", "H", "H", "H", "H", "H", "H", "H", "H", "H"], "coordinates": [[-3.732682, 1.146816, -3.047618], [-0.002424, 2.804768, -1.395915], [1.986603, -1.796301, -2.883349], [3.612796, -2.540611, -1.352116], [-2.519054, 1.085458, -2.848448], [-0.570563, 1.879321, -1.906519], [-1.801224, -0.062510, -3.479857], [-0.410640, -0.042583, -3.365302], [-1.295035, 1.204766, 1.764886], [-1.984270, 0.240370, 1.068234], [-0.057065, 0.947578, 2.303794], [-1.474854, -1.084045, 1.095500], [0.487435, -0.396042, 2.351269], [-0.242654, -1.420807, 1.666161], [-1.882214, 1.992502, -2.069172], [0.211078, 0.943881, -2.627860], [1.292939, -2.884982, -0.673771], [0.206658, -3.459211, -1.452729], [1.696702, 1.056268, -2.701331], [1.506378, -3.198024, 0.773632], [0.313875, -3.427773, 3.036574], [-0.761948, -3.903272, 2.061433], [2.614186, 0.935531, -1.447921], [0.265912, -2.842491, 1.647066], [2.194435, -0.323924, -0.593325], [2.348750, -1.927112, -1.490445], [-2.307839, -0.758060, -4.033246], [0.228490, -0.696171, -3.892846], [-1.744949, 2.165603, 1.796586], [-2.958875, 0.630992, 0.678503], [0.401150, 1.845544, 2.760370], [-2.125752, -1.852678, 0.702956], [1.473083, -0.636760, 2.925161], [-2.294068, 2.908457, -1.853556], [0.315571, -3.373687, -2.559626], [0.212575, -4.482099, -1.263446], [-0.779436, -3.045368, -1.241267], [1.964086, 0.447481, -3.539982], [1.850927, 2.055962, -3.111407], [2.353559, -2.650004, 1.064778], [1.867983, -4.216570, 0.870033], [1.158709, -4.124726, 3.373505], [-0.106783, -2.834417, 3.881283], [-0.563978, -4.850860, 1.737381], [-1.761242, -3.541212, 2.333414], [2.729602, 1.849537, -0.780525], [3.640349, 0.749768, -1.937098], [2.669213, -0.545809, 0.397300], [1.162001, -0.202484, -0.361206]], "forces_ev_per_a": [[0.54, 0.71, 0.33], [1.44, 1.01, 1.75], [-1.06, 0.37, 0.56], [2.21, 0.09, 1.25], [-3.38, -2.64, -1.74], [3.49, 1.42, -1.47], [4.44, 3.04, 2.51], [-3.20, 0.89, 0.07], [0.30, -0.48, -0.96], [-0.45, -0.53, 0.66], [1.32, -1.02, 1.27], [-0.76, 0.90, -0.56], [-0.03, 1.02, -0.25], [0.51, 1.18, 0.46], [-1.09, -0.95, -0.57], [-0.71, -1.22, 0.89], [-0.37, 0.75, -0.57], [-0.39, 0.96, -0.85], [-0.74, 2.39, 0.18], [-1.96, 0.19, -1.52], [0.26, -0.71, 1.41], [0.95, 2.70, 1.22], [1.22, -1.42, -0.16], [0.35, -0.24, 0.92], [1.14, -0.08, -0.43], [-0.72, -0.02, -0.24], [-1.28, -1.37, -1.16], [0.55, -0.72, -0.25], [0.06, 0.90, 0.18], [0.81, -1.35, 0.01], [0.26, -1.04, -0.02], [0.26, -0.26, -0.29], [-1.91, 0.52, -1.26], [0.15, -0.86, 0.02], [0.47, 0.25, 1.00], [-0.31, -1.99, 0.43], [-0.01, 0.11, 0.38], [0.36, -0.85, 0.17], [0.17, 0.28, 0.28], [0.99, 1.12, 0.60], [-0.58, -0.53, 0.14], [-1.36, 1.00, -0.81], [0.70, -0.29, -0.84], [-0.23, -2.37, -1.11], [0.41, -0.54, -0.54], [-0.65, -1.12, -1.06], [-1.29, 0.29, 0.95], [0.10, 0.69, -1.01], [-1.00, -0.16, 0.03]], "nbo_charge": [-0.612, -0.631, -0.974, -0.956, 0.623, 0.790, -0.392, 0.100, -0.218, -0.227, -0.214, -0.165, -0.210, -0.053, -0.616, -0.443, -0.718, -0.415, -0.211, -0.187, -0.413, -0.410, -0.420, -0.109, -0.656, 2.325, 0.237, 0.234, 0.215, 0.231, 0.222, 0.210, 0.229, 0.448, 0.243, 0.195, 0.192, 0.236, 0.219, 0.216, 0.213, 0.219, 0.225, 0.216, 0.231, 0.253, 0.231, 0.250, 0.247]}

# 3
{"formula": "C2H7NO", "method": "ωB97M-V/def2-TZVPD", "smiles": "CC=O.N", "e_above_lowest_ev": 1.113, "symbols": ["N", "H", "H", "H", "O", "C", "C", "H", "H", "H", "H"], "coordinates": [[0.354152, -0.317398, -2.055188], [0.887291, -0.578551, -2.875412], [-0.612697, -0.029719, -2.370013], [0.262820, -1.175362, -1.588778], [-0.752531, -0.933595, 0.846740], [-0.617120, 0.292766, 0.707145], [0.770115, 0.936845, 1.050487], [-1.457407, 1.048608, 0.392638], [1.493326, 0.070106, 0.986939], [0.949412, 1.208408, 2.185338], [1.100468, 1.769381, 0.335882]], "forces_ev_per_a": [[-1.07, 1.50, -1.22], [-0.04, 0.41, -0.32], [1.54, -0.58, 0.36], [-0.45, -1.31, 1.14], [-0.37, 3.34, -0.68], [0.70, -1.01, 1.09], [1.04, -0.60, 0.69], [1.05, -1.54, 0.34], [-0.67, 0.96, -0.40], [-1.06, -0.02, -2.21], [-0.67, -1.14, 1.20]], "nbo_charge": [-1.074, 0.358, 0.360, 0.363, -0.547, 0.446, -0.745, 0.121, 0.239, 0.242, 0.238]}

# 4
{"formula": "C29H25FNO2", "method": "ωB97M-V/def2-TZVPD", "charge": 1, "e_above_lowest_ev": 0.000, "symbols": ["O", "C", "O", "C", "C", "C", "C", "C", "C", "C", "N", "C", "C", "C", "C", "C", "C", "C", "C", "H", "H", "H", "H", "H", "H", "H", "H", "H", "H", "H", "H", "H", "H", "H", "F", "C", "C", "C", "C", "C", "C", "C", "C", "C", "C", "C", "C", "C", "H", "H", "H", "H", "H", "H", "H", "H", "H", "H"], "coordinates": [[0.036082, 1.886421, 3.804740], [-0.017635, 0.820001, 3.210577], [1.057400, 0.070382, 2.872935], [2.339110, 0.733963, 3.139666], [3.368500, -0.345978, 3.110558], [3.842666, -0.842332, 1.892198], [4.784874, -1.872959, 1.886308], [5.245780, -2.420759, 3.090757], [4.775564, -1.907450, 4.305910], [3.836837, -0.875985, 4.315596], [-1.180457, 0.191176, 2.788901], [-2.387946, 0.904788, 2.743633], [-2.933265, 1.202373, 1.525591], [-2.962545, 1.286814, 4.040069], [-4.248078, 1.859160, 4.111936], [-4.743190, 2.360034, 5.318606], [-3.973655, 2.284002, 6.485869], [-2.733287, 1.632243, 6.446079], [-2.270689, 1.076185, 5.249464], [2.498918, 1.478975, 2.347628], [2.282211, 1.221146, 4.118311], [3.478621, -0.394156, 0.963990], [5.155481, -2.252993, 0.934418], [5.984810, -3.224902, 3.083411], [5.135491, -2.310950, 5.252320], [3.463990, -0.444891, 5.248228], [-1.010530, -0.470027, 2.034578], [-3.955534, 1.555996, 1.464353], [-2.376527, 0.943002, 0.627446], [-4.859389, 1.896421, 3.209479], [-5.735590, 2.810200, 5.338070], [-4.336283, 2.730949, 7.415337], [-2.126420, 1.555398, 7.348575], [-1.358401, 0.485359, 5.275452], [3.193817, 4.346925, 0.751128], [1.838246, 4.183675, 0.611024], [1.077136, 3.916213, 1.746543], [-0.285637, 3.747798, 1.588377], [-0.920195, 3.799908, 0.312582], [-2.327725, 3.583454, 0.295265], [-3.193490, 3.692563, -0.826835], [-4.560112, 4.021694, -0.553760], [-5.408226, 4.411127, -1.573805], [-4.955193, 4.413923, -2.903408], [-3.681251, 3.911935, -3.207249], [-2.815429, 3.510455, -2.191620], [-0.095809, 4.134802, -0.803121], [1.275862, 4.315877, -0.656290], [1.543184, 3.848495, 2.724586], [-0.910650, 3.581073, 2.466670], [-2.814971, 3.614845, 1.271800], [-4.896338, 4.000559, 0.485534], [-6.425634, 4.726553, -1.334046], [-5.599490, 4.801384, -3.693275], [-3.357122, 3.838937, -4.250384], [-1.857297, 3.046178, -2.442381], [-0.545128, 4.286032, -1.783702], [1.898066, 4.579389, -1.508442]], "forces_ev_per_a": [[-0.03, -0.97, -0.66], [0.44, 0.25, 0.27], [-0.49, 0.89, 0.24], [-0.17, -0.30, -0.05], [0.37, -0.17, 0.04], [0.17, -0.04, 0.36], [-0.11, -0.03, 0.05], [-0.21, 0.38, 0.04], [-0.02, -0.07, -0.10], [0.07, 0.04, -0.31], [1.17, 0.08, -0.38], [-0.86, 0.39, -1.16], [0.50, -0.83, 1.33], [-0.70, -0.13, 0.88], [0.33, 0.21, 0.26], [0.12, -0.19, -0.17], [0.28, -0.01, -0.29], [-0.43, -0.04, -0.28], [-0.17, 0.24, 0.09], [-0.06, -0.15, 0.24], [0.03, -0.06, -0.28], [0.17, -0.24, 0.20], [-0.06, 0.07, 0.26], [-0.27, 0.27, -0.01], [-0.05, 0.07, -0.27], [0.18, -0.27, -0.19], [-0.15, 0.14, 0.32], [0.23, 0.04, -0.23], [-0.34, -0.11, 0.07], [0.08, 0.17, 0.34], [0.26, -0.12, 0.05], [0.11, -0.22, -0.33], [-0.22, -0.10, -0.24], [-0.19, 0.31, -0.07], [-1.91, -0.22, -0.23], [1.16, 0.08, 0.35], [-0.03, 0.08, -0.10], [-0.24, 0.09, 0.01], [0.52, -0.10, 0.34], [0.42, 1.36, -0.24], [-0.82, -0.73, -0.52], [0.67, 0.01, -0.02], [-0.12, 0.05, -0.13], [0.20, -0.02, 0.49], [0.26, -0.14, 0.07], [-0.25, 0.32, 0.08], [0.25, -0.08, -0.03], [-0.59, -0.02, -0.29], [-0.09, 0.02, -0.17], [0.29, -0.13, -0.19], [0.20, -0.14, -0.26], [0.05, 0.17, -0.31], [0.33, -0.11, -0.14], [0.16, -0.25, 0.18], [-0.17, -0.03, 0.44], [-0.45, 0.24, 0.07], [0.30, 0.05, 0.36], [-0.10, -0.06, 0.23]], "nbo_charge": [-0.660, 0.906, -0.511, -0.084, -0.085, -0.188, -0.205, -0.197, -0.203, -0.184, -0.652, 0.199, -0.487, -0.043, -0.197, -0.219, -0.182, -0.212, -0.165, 0.184, 0.217, 0.208, 0.221, 0.226, 0.224, 0.214, 0.421, 0.210, 0.212, 0.200, 0.223, 0.227, 0.227, 0.221, -0.297, 0.479, -0.244, -0.080, -0.214, 0.126, -0.100, -0.110, -0.229, -0.097, -0.224, -0.138, -0.087, -0.291, 0.263, 0.258, 0.243, 0.227, 0.244, 0.242, 0.243, 0.228, 0.229, 0.259]}

Electronic energy readings, ordered: -44982.7677 -42532.2252 -5724.1285 -38773.8945 eV
Strongest force on any atom readings, ordered: 6.64 5.94 3.43 1.94 eV/Å